Entry 1:
112
Properties=species:S:1:pos:R:3:forces:R:3 method="wB97M-V/def2-TZVPD" lumo_ev=-3.567 gap_ev=7.636 charge=+1 molar_mass_g_mol=1949.09 homo_ha=-0.4117
C 1.959 -2.717 0.449 2.4 -0.3 0.7
C 0.847 -2.869 0.040 -2.4 -1.1 -0.9
C -0.553 -3.300 -0.421 0.8 0.9 1.0
C -0.947 -2.676 -1.843 0.4 -1.9 -1.2
C -1.137 -3.992 -2.743 -0.4 -0.1 -0.2
C -0.147 -4.709 -3.689 0.1 0.3 -0.4
F -0.780 -5.874 -4.212 0.4 1.1 0.9
C 1.271 -5.001 -3.081 0.1 -0.1 -0.8
C 2.207 -3.734 -3.229 0.3 -0.4 0.0
N -2.361 -4.416 -2.591 0.7 0.4 0.8
C -3.141 -3.526 -1.667 -1.9 0.2 -0.7
C -2.437 -2.165 -2.000 0.5 0.2 0.6
F -2.625 -2.012 -3.410 0.1 0.0 0.8
C -2.925 -0.831 -1.323 -0.3 -1.1 1.2
C -1.936 -0.185 -0.287 -0.3 1.3 -0.2
C -0.642 0.496 -0.921 -0.4 -1.1 0.0
C -0.701 0.713 -2.467 1.3 0.6 -0.1
O -1.667 1.704 -2.880 0.1 -0.7 -0.1
H 3.031 -2.726 0.810 -2.0 0.4 -0.6
H -0.626 -4.426 -0.441 0.3 1.1 0.0
H -1.267 -2.982 0.391 0.6 -0.2 -1.0
H -0.112 -2.062 -2.265 -1.1 -0.3 0.5
H 0.009 -4.038 -4.588 -0.3 -0.5 1.0
H 1.221 -5.419 -2.045 0.0 0.6 -0.8
H 1.731 -5.803 -3.729 -0.7 0.7 0.7
H 2.746 -3.750 -4.221 -0.7 -0.1 1.0
H 2.999 -3.815 -2.443 -0.7 0.4 -0.7
H 1.668 -2.753 -3.182 0.5 -0.9 0.3
H -2.784 -5.229 -3.047 0.6 0.2 0.1
H -4.240 -3.519 -1.924 1.3 0.0 -0.2
H -3.157 -3.909 -0.617 0.6 0.5 -0.8
H -3.864 -1.103 -0.746 1.4 0.4 -0.9
H -3.251 -0.127 -2.127 0.5 -0.5 0.7
H -1.676 -0.879 0.564 -0.2 0.6 -1.0
H -2.509 0.658 0.203 0.4 -1.0 -0.5
H 0.217 -0.212 -0.713 -0.6 1.0 -0.3
H -0.435 1.457 -0.379 -0.1 -0.9 -0.7
H -0.868 -0.217 -3.072 0.0 0.6 0.8
H 0.321 1.101 -2.774 -0.9 -0.5 0.3
H -1.825 1.521 -3.824 0.0 0.4 0.5
Br -8.390 -0.606 -2.825 0.2 -0.1 0.0
C -7.541 -2.333 -2.543 -0.3 0.2 -0.1
C -7.464 -2.673 -1.076 0.2 -0.2 0.0
Br -6.041 -1.674 -0.190 -0.6 -0.2 0.2
H -6.567 -2.290 -3.025 0.0 0.0 0.1
H -8.172 -3.050 -3.069 0.1 0.0 0.1
H -7.203 -3.723 -0.938 0.0 0.1 0.0
H -8.384 -2.459 -0.536 0.1 0.0 -0.1
Br 1.515 3.113 0.439 0.2 0.2 0.0
C 1.509 4.843 -0.459 -0.2 -0.1 0.2
C 1.405 4.675 -1.951 0.1 0.2 -0.2
Br 3.100 4.113 -2.723 0.0 -0.1 0.0
H 2.408 5.368 -0.142 0.0 -0.1 -0.1
H 0.634 5.367 -0.072 0.1 0.0 0.0
H 1.174 5.626 -2.431 0.0 0.0 0.1
H 0.664 3.934 -2.248 0.0 0.0 0.1
Br -1.868 6.058 1.179 0.0 -0.1 0.0
C -2.271 4.942 -0.366 0.1 0.2 0.0
C -3.748 4.926 -0.666 -0.1 -0.3 -0.1
Br -4.711 3.780 0.580 0.0 0.1 0.0
H -1.865 3.954 -0.157 -0.1 0.0 0.0
H -1.718 5.391 -1.192 -0.1 0.0 0.0
H -3.933 4.495 -1.649 0.1 0.0 0.1
H -4.210 5.910 -0.612 0.1 -0.1 0.0
Br 5.136 -0.849 0.704 0.0 0.1 0.0
C 5.914 -1.053 2.477 0.1 0.1 -0.2
C 6.074 -2.509 2.835 0.0 0.0 0.3
Br 4.369 -3.308 3.346 0.1 0.0 -0.1
H 5.279 -0.507 3.171 0.0 -0.1 0.0
H 6.886 -0.563 2.419 0.0 -0.1 0.0
H 6.712 -2.622 3.712 0.0 0.1 -0.1
H 6.475 -3.109 2.021 -0.1 0.1 0.0
Br -4.582 5.257 4.359 0.1 -0.1 0.0
C -3.796 6.067 5.949 -0.3 0.1 -0.3
C -2.439 6.650 5.651 0.1 0.0 0.3
Br -1.083 5.260 5.505 0.0 0.0 -0.2
H -3.777 5.299 6.715 0.1 0.1 -0.1
H -4.490 6.853 6.247 0.1 0.0 0.0
H -2.107 7.290 6.469 -0.1 -0.1 0.0
H -2.410 7.213 4.721 -0.1 -0.1 0.1
Br -3.643 1.517 10.172 0.0 0.0 -0.1
C -2.853 2.073 8.482 0.0 -0.2 0.2
C -1.785 3.116 8.691 0.0 0.2 -0.2
Br -2.561 4.863 9.055 0.1 -0.1 0.3
H -3.669 2.415 7.848 0.1 0.0 0.0
H -2.424 1.165 8.057 0.0 0.1 0.0
H -1.198 3.252 7.781 -0.1 0.0 0.0
H -1.117 2.887 9.519 -0.1 0.0 0.0
Br -0.208 1.852 3.422 -0.1 -0.1 -0.1
C -0.826 0.937 5.023 -0.2 0.3 -0.1
C 0.249 0.921 6.074 0.1 -0.3 0.2
Br 1.601 -0.409 5.637 0.1 0.1 0.0
H -1.144 -0.059 4.722 0.1 0.1 0.1
H -1.696 1.503 5.361 0.1 0.0 0.0
H -0.155 0.617 7.040 0.0 0.0 -0.1
H 0.758 1.876 6.185 -0.1 -0.1 -0.1
Br 4.862 -6.681 -2.563 -0.1 0.1 -0.1
C 5.651 -6.183 -4.274 0.1 -0.3 0.1
C 6.758 -5.175 -4.097 0.0 0.2 -0.2
Br 6.044 -3.396 -3.751 0.0 0.0 0.1
H 4.840 -5.821 -4.903 0.1 0.0 0.0
H 6.041 -7.112 -4.688 0.0 0.1 0.0
H 7.336 -5.077 -5.015 -0.1 -0.1 0.0
H 7.429 -5.413 -3.274 -0.1 -0.1 -0.1
Br 8.259 2.882 -5.117 0.0 -0.1 0.0
C 6.678 2.232 -6.048 0.2 0.3 0.0
C 5.527 2.029 -5.098 -0.2 -0.3 0.0
Br 5.745 0.397 -4.050 0.0 0.1 0.0
H 6.968 1.322 -6.571 -0.1 0.0 0.1
H 6.440 3.005 -6.778 -0.1 -0.1 0.1
H 4.595 1.890 -5.646 0.1 0.0 0.0
H 5.406 2.845 -4.388 0.1 0.0 -0.1


Entry 2:
100
Properties=species:S:1:pos:R:3:forces:R:3 method="wB97M-V/def2-TZVPD" lumo_ev=-2.551 gap_ev=6.554 relative_energy_kj_mol=0.0 charge=+1 molar_mass_g_mol=722.28 homo_ha=-0.3346
C 2.266 -1.305 -1.797 0.2 0.3 -0.3
C 1.144 0.528 -2.709 0.3 0.2 0.2
C 3.180 -1.307 -2.854 -0.2 -0.4 0.2
C 1.936 0.491 -3.859 0.1 -0.2 0.1
C 2.992 -0.419 -3.911 -0.1 0.2 0.0
H 3.989 -2.037 -2.835 -0.2 0.2 -0.2
H 1.722 1.186 -4.670 0.2 -0.2 0.2
H 3.652 -0.436 -4.779 -0.1 0.0 0.3
N 1.346 -0.341 -1.703 -0.2 -0.2 -0.2
P 0.639 -2.599 0.104 -0.3 -0.1 -0.2
P -0.062 2.350 -0.849 -0.2 0.5 -0.4
C 2.275 -2.409 -0.741 0.3 0.0 0.1
H 2.575 -3.365 -1.206 -0.1 0.4 0.1
H 3.042 -2.180 0.017 -0.3 0.0 -0.2
C 0.006 1.500 -2.554 -0.9 -0.3 -0.1
H 0.035 2.274 -3.330 0.1 -0.3 0.1
C -1.664 3.393 -0.874 0.3 -0.2 -0.4
C 1.447 3.497 -0.805 -0.6 0.1 -0.2
C -0.394 -3.673 -1.062 0.1 -0.3 0.4
C 0.991 -3.412 1.764 0.0 -0.2 -0.4
C -2.777 2.576 -0.192 -0.1 0.0 -0.1
H -2.511 2.324 0.844 -0.1 0.1 -0.2
H -3.692 3.191 -0.175 0.2 -0.2 0.0
H -2.992 1.643 -0.728 0.0 0.2 0.1
C -1.490 4.702 -0.096 -0.2 0.1 0.0
H -1.163 4.527 0.937 -0.1 0.1 -0.2
H -0.799 5.393 -0.591 -0.2 -0.2 0.2
H -2.470 5.202 -0.054 0.2 -0.1 0.0
C -2.090 3.706 -2.308 -0.4 0.2 0.0
H -3.024 4.289 -2.272 0.2 -0.1 -0.1
H -1.346 4.304 -2.851 -0.2 -0.2 0.1
H -2.305 2.789 -2.870 0.0 0.3 0.2
C 1.571 4.122 0.605 0.1 0.2 -0.1
H 1.293 3.413 1.395 0.1 0.3 -0.2
H 2.624 4.400 0.764 -0.3 0.0 0.0
H 0.973 5.034 0.715 0.1 -0.3 0.0
C 2.712 2.658 -1.041 0.1 -0.1 0.0
H 2.811 1.860 -0.295 0.0 0.1 -0.2
H 2.736 2.225 -2.047 0.1 0.1 0.3
H 3.581 3.327 -0.942 -0.2 -0.2 0.0
C 1.341 4.584 -1.890 0.6 0.3 -0.2
H 0.757 4.279 -2.769 0.2 0.1 0.3
H 0.928 5.522 -1.496 0.1 -0.3 -0.2
H 2.356 4.813 -2.251 -0.2 0.1 0.0
C -0.347 -3.675 2.480 0.1 -0.1 0.1
H -0.136 -4.123 3.464 0.0 0.1 -0.2
H -0.912 -2.746 2.650 0.1 -0.2 -0.1
H -0.992 -4.377 1.932 0.2 0.2 0.2
C 1.844 -2.429 2.589 -0.1 0.1 0.0
H 2.857 -2.338 2.174 -0.2 0.0 0.2
H 1.408 -1.424 2.647 0.1 -0.2 -0.1
H 1.940 -2.820 3.614 0.0 0.0 -0.3
C 1.796 -4.711 1.619 0.1 -0.3 0.3
H 2.666 -4.584 0.961 -0.2 0.0 0.2
H 2.169 -4.990 2.616 0.0 0.0 -0.2
H 1.198 -5.554 1.259 0.2 0.3 0.1
C -0.102 -3.279 -2.517 0.0 0.2 0.0
H 0.934 -3.498 -2.807 -0.2 0.0 0.0
H -0.765 -3.857 -3.180 0.2 0.1 0.2
H -0.308 -2.214 -2.685 0.1 -0.3 0.0
C -1.883 -3.398 -0.772 -0.1 0.1 0.0
H -2.166 -2.374 -1.072 0.1 -0.4 0.1
H -2.490 -4.111 -1.356 0.1 0.2 0.2
H -2.133 -3.532 0.293 0.1 0.0 -0.3
C -0.084 -5.164 -0.888 -0.2 -0.2 -0.3
H 0.986 -5.379 -1.021 -0.3 0.0 0.1
H -0.426 -5.555 0.079 0.1 0.1 -0.3
H -0.628 -5.719 -1.668 0.1 0.1 0.2
Cd -0.410 -0.265 0.025 0.0 0.0 -0.8
C 0.720 0.925 1.572 2.9 -3.0 -1.0
O 1.917 0.905 1.784 -1.7 0.8 0.5
N -1.764 -0.130 -1.738 -0.1 -0.3 0.4
C -1.372 0.525 -2.715 1.0 0.9 0.0
C -2.053 0.447 -4.144 0.3 0.1 0.8
C -1.546 1.503 -5.109 0.0 0.3 -0.3
C -1.727 -0.919 -4.742 0.0 -0.3 0.0
C -3.574 0.565 -3.935 -0.3 0.0 0.1
H -1.740 2.521 -4.756 0.1 -0.1 -0.1
H -0.473 1.382 -5.299 -0.2 0.1 0.0
H -2.067 1.388 -6.070 0.1 0.0 0.2
H -2.057 -1.715 -4.065 0.1 0.1 -0.1
H -2.251 -1.044 -5.700 0.1 0.0 0.2
H -0.650 -1.030 -4.923 -0.1 0.0 0.0
H -4.039 1.188 -4.709 0.1 -0.2 0.1
H -4.024 -0.433 -3.974 -0.1 0.2 0.0
H -3.819 0.987 -2.953 0.0 -0.1 -0.3
C 1.377 -0.036 5.954 0.3 -0.2 0.0
N 0.940 0.729 4.786 -0.4 0.0 -0.2
C -0.255 0.686 4.209 0.3 1.3 -1.2
S -0.512 1.650 2.709 -1.4 0.3 2.8
N -1.323 0.026 4.703 -0.2 0.5 -0.5
C -1.783 0.156 6.099 0.0 -0.4 0.1
H 0.597 -0.069 6.719 0.3 -0.1 -0.2
H 2.256 0.472 6.367 -0.3 -0.1 -0.1
H 1.671 -1.059 5.672 -0.2 0.3 0.1
H 1.647 1.240 4.254 -0.3 -0.2 0.2
H -2.089 -0.024 4.025 0.5 0.1 0.4
H -2.821 0.503 6.082 0.3 0.0 0.1
H -1.751 -0.822 6.590 0.0 0.2 0.1
H -1.172 0.879 6.645 -0.2 -0.1 -0.2